DFT (the ωB97M-V functional and the def2-TZVPD basis) results for an isolated molecule of C3H5NOS at a distorted geometry.

Bonds (Å) are listed after each position.
Positions of all 11 atoms, in Å:
1 C 0.40 -0.15 -0.09  N9 1.308, O10 1.447, S11 1.756
2 C -1.77 0.87 0.05  C3 1.533, H5 1.132, H6 1.039, N9 1.610
3 C -1.86 -0.66 0.13  C2 1.533, H7 1.094, H8 1.195, O10 1.379
4 H 0.47 1.93 -0.14  N9 1.121
5 H -2.21 1.48 0.90  C2 1.132
6 H -1.95 1.32 -0.87  C2 1.039
7 H -2.19 -0.82 1.16  C3 1.094
8 H -2.79 -1.06 -0.50  C3 1.195
9 N -0.18 1.02 -0.13  C1 1.308, C2 1.610, H4 1.121
10 O -0.62 -1.17 -0.18  C1 1.447, C3 1.379
11 S 2.14 -0.06 0.08  C1 1.756

**Strongest force on any atom**: 3.8 eV Å⁻¹
**LUMO**: 0.6 eV
**Frontier orbital gap**: 8.9 eV
**HOMO**: -8.28 eV
**Total energy**: -645.41913 Ha
**Energy above the lowest of the compared OMol25 structures with the same formula, charge and spin**: 58.07 kcal/mol
**2S+1**: 1